Entry P
A molecular structure, C29H47GeIrN2SSi4. Source: the Open Molecules 2025 dataset; level of theory: ωB97M-V with the def2-TZVPD basis set.

As for the expectation value of S²: 0.769.

Geometry as ORCA input:
```
! wB97M-V def2-TZVPD RIJCOSX def2/J DEFGRID3
* xyz 1 2
Ir 1.331 -0.570 -0.807
C -3.243 0.590 -0.370
Si -2.087 1.355 0.881
C -2.226 0.496 2.539
C -2.547 3.166 1.000
Ge 0.266 1.433 0.332
Si 0.935 2.931 -1.468
C 0.820 4.649 -0.739
C 2.700 2.566 -1.992
C -0.227 2.866 -2.945
Si 1.495 2.278 2.269
C 0.560 3.803 2.835
C 1.591 1.129 3.738
C 3.219 2.767 1.731
H -4.244 0.609 0.073
H -3.033 -0.453 -0.605
H -3.297 1.168 -1.296
H -3.278 0.334 2.790
H -1.785 1.109 3.328
H -1.726 -0.474 2.544
H -3.566 3.261 1.383
H -2.524 3.637 0.014
H -1.888 3.728 1.660
H 1.566 4.817 0.039
H -0.167 4.840 -0.313
H 0.988 5.388 -1.528
H 3.402 2.860 -1.211
H 2.950 3.133 -2.894
H 2.873 1.507 -2.202
H -1.240 2.564 -2.673
H 0.142 2.208 -3.733
H -0.295 3.870 -3.373
H -0.382 3.531 3.316
H 0.343 4.499 2.024
H 1.159 4.337 3.578
H 0.659 0.600 3.936
H 1.811 1.747 4.614
H 2.392 0.397 3.643
H 3.209 3.644 1.083
H 3.738 1.958 1.213
H 3.804 3.020 2.619
C 0.887 -3.439 -2.467
Si 0.380 -2.769 -0.784
C 0.960 -4.030 0.460
C -1.487 -2.721 -0.638
C -2.046 -2.650 0.643
C -3.417 -2.726 0.838
C -4.262 -2.874 -0.254
C -3.731 -2.949 -1.534
C -2.357 -2.877 -1.719
H 0.519 -4.467 -2.517
H 1.974 -3.475 -2.574
H 0.481 -2.896 -3.319
H 0.545 -4.982 0.114
H 0.596 -3.856 1.467
H 2.045 -4.128 0.505
H -1.397 -2.557 1.508
H -3.826 -2.678 1.840
H -5.332 -2.938 -0.109
H -4.387 -3.070 -2.387
H -1.959 -2.977 -2.725
N -4.023 -0.101 -4.441
C -2.880 -0.154 -4.349
C -1.450 -0.212 -4.207
C -0.599 -0.221 -5.303
C 0.768 -0.278 -5.068
C 1.224 -0.344 -3.769
N 0.394 -0.345 -2.709
C -0.917 -0.267 -2.926
H -0.997 -0.182 -6.307
H 1.479 -0.282 -5.882
H 2.282 -0.412 -3.550
H -1.556 -0.257 -2.054
S 2.887 -0.893 0.635
C 2.528 -1.793 2.117
C 3.578 -2.455 2.748
C 3.353 -3.135 3.935
C 2.085 -3.147 4.500
C 1.041 -2.472 3.877
C 1.260 -1.798 2.690
H 4.567 -2.440 2.308
H 4.171 -3.651 4.419
H 1.910 -3.674 5.428
H 0.054 -2.468 4.322
H 0.457 -1.256 2.202
*
```

Mulliken population analysis, charges in e, atoms 1 to 4:
1. Ir 0.00
2. C -0.22
3. Si 0.51
4. C -0.77



Entry Q
A molecular structure, C29H47GeIrN2SSi4. Source: the Open Molecules 2025 dataset; level of theory: ωB97M-V with the def2-TZVPD basis set.

As for the expectation value of S²: 0.759.

Geometry as ORCA input:
```
! wB97M-V def2-TZVPD RIJCOSX def2/J DEFGRID3
* xyz 1 2
Ir 0.660 0.804 -0.807
C 0.866 3.661 1.293
Si -0.425 2.558 2.097
C -2.135 3.133 1.570
C -0.285 2.689 3.961
Ge 0.012 0.247 1.533
Si 1.818 -0.629 2.899
C 1.075 -1.022 4.580
C 2.488 -2.179 2.092
C 3.191 0.607 3.235
Si -1.913 -1.148 2.040
C -2.427 -0.422 3.696
C -3.414 -1.056 0.926
C -1.398 -2.933 2.275
H 0.750 4.688 1.652
H 0.776 3.687 0.203
H 1.881 3.334 1.529
H -2.378 4.050 2.113
H -2.919 2.406 1.790
H -2.177 3.371 0.504
H -0.418 3.733 4.255
H 0.691 2.362 4.324
H -1.050 2.100 4.468
H 0.257 -1.741 4.562
H 0.717 -0.111 5.065
H 1.865 -1.436 5.213
H 1.702 -2.918 1.920
H 3.253 -2.642 2.720
H 2.941 -1.937 1.129
H 2.820 1.612 3.444
H 3.901 0.680 2.413
H 3.734 0.270 4.122
H -2.845 0.580 3.573
H -1.604 -0.363 4.407
H -3.205 -1.049 4.140
H -3.826 -0.045 0.883
H -4.189 -1.689 1.367
H -3.242 -1.427 -0.085
H -0.559 -3.029 2.965
H -1.117 -3.405 1.334
H -2.238 -3.495 2.691
C 0.699 -0.266 -3.944
Si 0.590 -1.059 -2.245
C 1.894 -2.368 -2.012
C -1.091 -1.881 -2.117
C -1.239 -3.039 -1.351
C -2.436 -3.743 -1.330
C -3.516 -3.294 -2.076
C -3.392 -2.146 -2.849
C -2.189 -1.456 -2.872
H 0.455 -1.040 -4.680
H 1.698 0.102 -4.168
H -0.016 0.547 -4.087
H 1.611 -3.242 -2.605
H 2.003 -2.683 -0.974
H 2.862 -2.019 -2.371
H -0.397 -3.415 -0.778
H -2.525 -4.644 -0.736
H -4.450 -3.840 -2.064
H -4.230 -1.800 -3.441
H -2.104 -0.583 -3.512
N -5.774 0.749 -1.379
C -4.755 1.250 -1.547
C -3.479 1.872 -1.768
C -3.358 3.079 -2.444
C -2.089 3.603 -2.633
C -0.997 2.910 -2.151
N -1.118 1.743 -1.496
C -2.336 1.235 -1.302
H -4.238 3.590 -2.810
H -1.942 4.539 -3.153
H 0.007 3.291 -2.282
H -2.393 0.296 -0.776
S 2.742 0.700 -0.185
C 3.839 0.388 -1.544
C 3.727 1.063 -2.754
C 4.626 0.799 -3.776
C 5.644 -0.126 -3.586
C 5.772 -0.775 -2.365
C 4.876 -0.517 -1.340
H 2.948 1.804 -2.888
H 4.540 1.323 -4.719
H 6.347 -0.329 -4.383
H 6.574 -1.485 -2.209
H 4.976 -1.028 -0.390
*
```

Mulliken population analysis, charges in e, atoms 1 to 4:
1. Ir 0.54
2. C -1.02
3. Si 0.17
4. C -0.95



Best to worst by energy: entry Q, entry P.



Entry P
2 unconnected molecules or ions with the total composition C6H15NO. Source: the Open Molecules 2025 dataset; level of theory: ωB97M-V with the def2-TZVPD basis set.

As for the expectation value of S²: 0.754.

Geometry as ORCA input:
```
! wB97M-V def2-TZVPD RIJCOSX def2/J DEFGRID3
* xyz 1 2
C -1.581 0.654 0.313
C -0.682 -0.417 0.987
C 0.681 -0.686 0.363
C 1.837 1.176 -0.759
C 1.601 0.532 0.377
C 2.099 0.920 1.734
N -1.695 0.518 -1.152
H -2.585 0.605 0.754
H -1.152 1.682 0.582
H -0.636 -0.103 2.041
H -1.355 -1.271 1.107
H 0.473 -1.067 -0.650
H 1.072 -1.538 0.917
H 1.620 0.738 -1.737
H 2.520 2.003 -0.907
H 1.463 1.706 2.253
H 3.057 1.375 1.600
H 2.092 0.132 2.449
H -0.911 1.023 -1.594
H -2.513 1.073 -1.414
H -1.740 -1.562 -1.023
H -0.761 -2.268 -1.990
O -1.611 -2.369 -1.541
*
```

natural (NBO) population analysis, charges in e, atoms 1 to 4:
1. C -0.23
2. C -0.41
3. C -0.51
4. C -0.09



Entry Q
2 unconnected molecules or ions with the total composition C6H15NO. Source: the Open Molecules 2025 dataset; level of theory: ωB97M-V with the def2-TZVPD basis set.

As for the expectation value of S²: 0.761.

Geometry as ORCA input:
```
! wB97M-V def2-TZVPD RIJCOSX def2/J DEFGRID3
* xyz 1 2
C 0.379 1.690 1.319
C 0.944 0.330 0.903
C -0.153 -0.786 1.271
C -0.603 -1.619 0.044
C -0.982 -0.857 -0.969
C -1.353 -1.535 -2.196
N 2.234 0.208 1.573
H -0.194 2.278 0.526
H -0.402 1.608 2.167
H 1.120 2.350 1.574
H 1.264 0.302 -0.205
H -1.064 -0.238 1.705
H 0.317 -1.646 1.810
H -0.612 -2.645 0.016
H -1.321 0.178 -0.915
H -1.094 -2.637 -2.091
H -2.299 -1.569 -2.635
H -0.793 -1.174 -3.089
H 2.336 0.748 2.416
H 2.582 -0.688 1.767
H -0.109 2.619 -1.330
H -0.032 1.118 -1.563
O -0.166 1.965 -2.097
*
```

natural (NBO) population analysis, charges in e, atoms 1 to 4:
1. C -0.63
2. C -0.08
3. C -0.46
4. C -0.07



Best to worst by energy: entry P, entry Q.



Entry P
3 unconnected molecules or ions with the total composition CH4NO. Source: the Open Molecules 2025 dataset; level of theory: ωB97M-V with the def2-TZVPD basis set.

Geometry as ORCA input:
```
! wB97M-V def2-TZVPD RIJCOSX def2/J DEFGRID3
* xyz -1 1
C -0.221 0.774 -0.728
N 0.092 -0.400 -1.081
O 1.189 -0.917 -0.685
H -1.010 1.234 -1.121
H -0.238 -1.547 1.961
H 0.528 1.546 -0.243
H -0.340 -0.690 1.897
*
```

natural (NBO) population analysis, charges in e, atoms 1 to 4:
1. C -0.40
2. N -0.11
3. O -0.69
4. H 0.13



Entry Q
A gas-phase ion, CH4NO (charge -1). Source: the Open Molecules 2025 dataset; level of theory: ωB97M-V with the def2-TZVPD basis set.

As for the SMILES: NC[O-].

Geometry as ORCA input:
```
! wB97M-V def2-TZVPD RIJCOSX def2/J DEFGRID3
* xyz -1 1
N -0.263 -0.110 0.861
C -0.097 0.124 -0.640
O 1.092 -0.178 -1.089
H -0.040 -1.084 1.128
H 0.463 0.319 1.388
H -1.031 -0.378 -0.978
H -0.124 1.305 -0.669
*
```

natural (NBO) population analysis, charges in e, atoms 1 to 4:
1. N -0.94
2. C 0.14
3. O -0.94
4. H 0.31



Entry R
A gas-phase ion, CH4NO (charge -1). Source: the Open Molecules 2025 dataset; level of theory: ωB97M-V with the def2-TZVPD basis set.

As for the SMILES: NC[O-].

Geometry as ORCA input:
```
! wB97M-V def2-TZVPD RIJCOSX def2/J DEFGRID3
* xyz -1 1
N 0.044 -0.310 0.953
C 0.136 0.087 -0.682
O 1.097 0.867 -1.031
H 0.226 0.511 1.520
H -0.896 -0.675 1.083
H 0.295 -0.954 -1.091
H -0.901 0.475 -0.753
*
```

natural (NBO) population analysis, charges in e, atoms 1 to 4:
1. N -1.01
2. C 0.18
3. O -0.89
4. H 0.32



Best to worst by energy: entry Q, entry R, entry P.



Entry P
A molecular structure, C3H6N4O2. Source: the Open Molecules 2025 dataset; level of theory: ωB97M-V with the def2-TZVPD basis set.

Geometry as ORCA input:
```
! wB97M-V def2-TZVPD RIJCOSX def2/J DEFGRID3
* xyz 0 1
C -0.551 -0.251 -0.092
C -0.062 -0.683 -1.587
C 1.582 0.510 -0.390
H -3.004 0.026 1.712
H -1.424 0.286 2.076
H -0.931 -0.726 -2.306
H 0.636 -1.890 -1.291
H 1.490 0.215 -2.595
H 1.380 0.573 2.340
N -2.071 -0.115 1.444
N -1.878 -0.292 0.155
N 0.889 0.504 -1.761
N 0.629 0.201 0.575
O 2.710 0.781 -0.111
O 0.605 0.860 1.832
*
```

natural (NBO) population analysis, charges in e, atoms 1 to 4:
1. C 0.28
2. C -0.23
3. C 0.78
4. H 0.36



Entry Q
C3H6N4O2 in the gas phase. Source: the Open Molecules 2025 dataset; level of theory: ωB97M-V with the def2-TZVPD basis set.

As for the SMILES: N/N=c1\occ(O)n1N.

Geometry as ORCA input:
```
! wB97M-V def2-TZVPD RIJCOSX def2/J DEFGRID3
* xyz 0 1
C 0.687 0.109 0.081
C -1.135 1.252 0.235
C -1.515 0.009 0.106
H 3.581 0.790 -0.484
H 2.354 1.809 -0.395
H -1.614 2.184 0.348
H -3.368 -0.016 0.224
H 0.122 -2.675 0.429
H 0.682 -2.060 -0.953
N 2.752 1.004 0.060
N 1.942 -0.167 -0.091
N -0.367 -0.805 0.087
N -0.184 -2.133 -0.388
O 0.280 1.394 0.177
O -2.652 -0.585 -0.101
*
```

natural (NBO) population analysis, charges in e, atoms 1 to 4:
1. C 0.60
2. C -0.10
3. C 0.42
4. H 0.35



Best to worst by energy: entry Q, entry P.



Entry P
A molecular structure, C2H4O2P. Source: the Open Molecules 2025 dataset; level of theory: ωB97M-V with the def2-TZVPD basis set.

Geometry as ORCA input:
```
! wB97M-V def2-TZVPD RIJCOSX def2/J DEFGRID3
* xyz -1 1
C -0.566 0.841 0.894
C -0.534 0.007 -0.325
O 0.662 0.707 1.383
O -1.562 1.359 1.389
P 1.296 -0.058 -0.560
H -1.100 0.285 -1.229
H -0.956 -0.951 0.033
H 1.331 -1.048 -1.748
H 1.430 -1.143 0.162
*
```

natural (NBO) population analysis, charges in e, atoms 1 to 4:
1. C 0.75
2. C -0.80
3. O -0.81
4. O -0.71



Entry Q
A gas-phase ion, C2H4O2P (charge -1). Source: the Open Molecules 2025 dataset; level of theory: ωB97M-V with the def2-TZVPD basis set.

As for the SMILES: C=[PH2]C(=O)[O-].

Geometry as ORCA input:
```
! wB97M-V def2-TZVPD RIJCOSX def2/J DEFGRID3
* xyz -1 1
C 1.635 0.324 -0.239
C -1.128 -0.056 -0.781
O 2.109 0.959 0.659
O 1.833 -0.148 -1.334
P -0.244 -0.353 0.652
H -0.650 0.181 -1.692
H -2.231 0.030 -0.780
H -0.932 -1.426 1.604
H -0.392 0.488 1.911
*
```

natural (NBO) population analysis, charges in e, atoms 1 to 4:
1. C 0.84
2. C -1.17
3. O -0.67
4. O -0.66



Best to worst by energy: entry P, entry Q.